No. 1
Below is C13H25Cl3OReSi as an isolated structure at a distorted geometry, with properties calculated with ωB97M-V/def2-TZVPD.

2S+1: 4
Relative energy (zero: lowest compared OMol25 entry of this formula, charge and spin) in eV: 0.2769
Max |F| in eV Å⁻¹: 3.03
⟨S²⟩: 3.7630
Total energy in eV: -63511.462
Total charge: -2

Geometry (Å):
C: -0.877 0.822 -2.171
C: -1.007 -0.555 -2.563
C: 0.295 -1.174 -2.496
C: -2.254 -1.185 -3.074
C: 1.226 -0.160 -2.035
C: 0.489 1.063 -1.853
C: 1.076 2.402 -1.512
C: -1.912 1.871 -2.266
C: 0.579 -2.587 -2.886
C: 2.673 -0.327 -1.771
Re: -0.285 -0.508 -0.584
Cl: -1.929 -3.195 -0.391
Cl: -2.252 0.376 0.569
Cl: 0.958 -2.144 0.417
H: -3.075 -0.449 -3.095
H: -2.568 -2.016 -2.396
H: -2.080 -1.569 -4.100
H: -0.205 -3.238 -2.486
H: 1.554 -2.937 -2.528
H: 0.555 -2.706 -3.985
H: 2.860 -1.233 -1.179
H: 3.061 0.536 -1.232
H: 3.291 -0.412 -2.682
H: 1.940 2.285 -0.837
H: 0.302 2.993 -1.012
H: 1.412 2.978 -2.398
H: -2.840 1.539 -1.809
H: -2.100 2.127 -3.317
H: -1.615 2.765 -1.725
O: 0.404 0.265 1.807
H: 0.232 1.224 1.700
C: 0.641 -1.717 3.824
Si: 0.343 0.130 3.485
C: -1.496 0.322 3.783
C: 1.599 1.223 4.312
H: -0.175 -2.276 3.318
H: 0.638 -1.917 4.923
H: 1.610 -2.034 3.424
H: -1.808 0.406 4.834
H: -1.935 1.158 3.236
H: -1.926 -0.582 3.330
H: 1.742 0.931 5.365
H: 2.613 1.204 3.869
H: 1.325 2.288 4.351

Here are the Löwdin charges for atoms 1 to 6, given in e: number 1, C, carries -0.41; number 2, C, carries -0.40; number 3, C, carries -0.39; number 4, C, carries -0.07; number 5, C, carries -0.38; number 6, C, carries -0.35

No. 2
Below is C51H30FeN8OP as an isolated structure at a distorted geometry, with properties calculated with ωB97M-V/def2-TZVPD.

2S+1: 1
Relative energy (zero: lowest compared OMol25 entry of this formula, charge and spin) in eV: 0.2177
Max |F| in eV Å⁻¹: 2.35
Total energy in eV: -111022.667
Total charge: -1

Geometry (Å):
Fe: -0.515 1.203 0.007
C: 1.654 7.193 -1.856
C: 2.922 6.596 -1.791
C: 3.059 5.248 -1.506
C: 1.901 4.517 -1.283
C: 1.661 3.104 -0.959
N: 2.669 2.256 -0.942
C: 2.476 1.018 -0.472
C: 3.652 0.152 -0.348
C: 4.948 0.359 -0.796
C: 5.895 -0.604 -0.499
C: 5.538 -1.735 0.238
C: 4.238 -1.926 0.683
C: 3.284 -0.960 0.377
C: 1.800 -0.792 0.669
N: -0.370 -2.504 1.094
C: -1.452 -1.740 1.224
N: -1.740 -0.583 0.608
C: -3.118 -0.393 0.830
N: -3.938 0.451 0.294
C: -3.568 1.513 -0.409
N: -2.317 2.035 -0.549
C: -2.484 3.280 -1.086
N: -1.576 4.238 -1.262
C: -0.311 4.041 -1.079
N: 0.351 2.848 -0.803
C: 0.651 5.105 -1.345
C: 0.503 6.455 -1.638
C: -3.872 3.522 -1.400
C: -4.537 4.607 -1.972
C: -5.908 4.518 -2.109
C: -6.609 3.375 -1.677
C: -5.950 2.306 -1.104
C: -4.563 2.392 -0.976
C: -3.639 -1.418 1.723
C: -4.901 -1.661 2.256
C: -5.049 -2.765 3.076
C: -3.971 -3.621 3.351
C: -2.722 -3.382 2.804
C: -2.581 -2.260 2.000
N: 1.389 0.436 -0.005
H: 1.580 8.250 -2.082
H: 3.802 7.203 -1.967
H: 4.029 4.771 -1.456
H: 5.184 1.260 -1.348
H: 6.918 -0.486 -0.834
H: 6.286 -2.485 0.465
H: 4.002 -2.829 1.227
H: -0.481 6.901 -1.690
H: -3.986 5.483 -2.290
H: -6.460 5.339 -2.551
H: -7.686 3.341 -1.794
H: -6.481 1.427 -0.760
H: -5.728 -1.000 2.032
H: -6.016 -2.979 3.514
H: -4.124 -4.478 3.996
H: -1.880 -4.036 2.993
O: -0.760 2.186 2.332
C: -0.171 1.236 1.811
C: 0.653 0.309 2.693
C: 0.446 0.420 4.064
C: 1.073 -0.441 4.948
C: 1.916 -1.422 4.445
C: 2.136 -1.530 3.083
C: 1.517 -0.666 2.179
P: 0.773 -2.214 0.040
C: 0.242 -1.972 -1.668
C: 0.720 -1.027 -2.569
C: 0.175 -0.946 -3.842
C: -0.847 -1.802 -4.222
C: -1.318 -2.758 -3.333
C: -0.773 -2.846 -2.063
C: 1.753 -3.724 0.000
C: 1.675 -4.605 1.076
C: 2.448 -5.757 1.082
C: 3.285 -6.039 0.011
C: 3.349 -5.171 -1.071
C: 2.585 -4.015 -1.076
H: -0.235 1.189 4.405
H: 0.902 -0.355 6.014
H: 2.411 -2.114 5.116
H: 2.795 -2.310 2.730
H: 1.504 -0.343 -2.287
H: 0.542 -0.193 -4.527
H: -1.284 -1.719 -5.209
H: -2.121 -3.423 -3.621
H: -1.160 -3.574 -1.359
H: 1.001 -4.374 1.891
H: 2.386 -6.438 1.921
H: 3.885 -6.940 0.015
H: 3.996 -5.391 -1.910
H: 2.642 -3.337 -1.920

Here are the Löwdin charges for atoms 1 to 6, given in e: number 1, Fe, carries 0.47; number 2, C, carries -0.10; number 3, C, carries -0.10; number 4, C, carries -0.03; number 5, C, carries -0.11; number 6, C, carries -0.28

No. 3
Below is C5H6Cl2O2S as an isolated structure at a distorted geometry, with properties calculated with ωB97M-V/def2-TZVPD.

2S+1: 1
Relative energy (zero: lowest compared OMol25 entry of this formula, charge and spin) in eV: 2.8331
Max |F| in eV Å⁻¹: 4.84
Total energy in eV: -45252.862

Geometry (Å):
C: 0.734 0.185 -0.573
C: -0.123 0.160 0.571
C: 1.245 -0.470 -1.778
C: 0.129 -0.456 1.878
C: -1.617 0.118 0.179
O: 0.052 2.678 -0.609
O: 2.144 -0.892 -0.834
S: 0.818 1.783 0.238
Cl: 1.971 0.636 -3.027
Cl: 0.134 -1.616 -2.694
H: -0.531 -0.101 2.702
H: 1.113 -0.679 1.991
H: -0.283 -1.553 1.771
H: -2.180 0.278 1.034
H: -1.847 -0.816 -0.236
H: -1.760 0.746 -0.614

Here are the Löwdin charges for atoms 1 to 6, given in e: number 1, C, carries -0.35; number 2, C, carries -0.56; number 3, C, carries -1.22; number 4, C, carries -0.05; number 5, C, carries 0.00; number 6, O, carries -0.50

No. 4
Below is the molecule C4H7P at a distorted geometry, with properties calculated with ωB97M-V/def2-TZVPD.

2S+1: 1
Relative energy (zero: lowest compared OMol25 entry of this formula, charge and spin) in eV: 1.2748
Max |F| in eV Å⁻¹: 4.17
Total energy in eV: -13547.999

Geometry (Å):
C: -2.973 0.204 -0.013
C: -1.744 -0.175 0.093
C: 0.856 -0.032 -0.013
C: 2.274 0.420 0.066
P: -0.392 1.065 -0.251
H: -3.805 -0.542 0.172
H: -3.361 1.143 -0.426
H: -1.255 -1.058 0.432
H: 0.674 -1.003 0.235
H: 2.893 0.000 -0.756
H: 2.454 1.514 0.082
H: 2.796 -0.006 0.900

Here are the Löwdin charges for atoms 1 to 6, given in e: number 1, C, carries -0.13; number 2, C, carries -0.45; number 3, C, carries -0.50; number 4, C, carries -0.22; number 5, P, carries 0.94; number 6, H, carries 0.07

No. 5
Below is BrCa4O12P3Zn as an isolated structure at a distorted geometry, with properties calculated with ωB97M-V/def2-TZVPD.

2S+1: 1
Max |F| in eV Å⁻¹: 2.08
Total energy in eV: -244664.835

Geometry (Å):
Ca: -1.558 3.249 0.806
Ca: -1.405 0.010 2.213
Ca: -3.745 0.009 -3.267
Ca: 0.491 -2.085 -0.618
Zn: 0.043 1.102 -2.530
P: 1.205 -1.379 2.661
O: 0.253 -2.145 1.729
O: 2.531 -1.047 1.972
O: 1.938 -2.237 3.699
O: 0.472 -0.255 3.400
P: -1.440 0.882 -0.580
O: -1.921 0.577 -2.021
O: -2.352 1.276 0.612
O: -0.672 2.227 -0.891
O: -0.524 -0.149 0.074
P: 2.159 -0.354 -2.138
O: 1.904 1.225 -2.242
O: 3.083 -0.915 -3.128
O: 0.617 -0.805 -2.502
O: 2.385 -0.679 -0.647
Br: -3.465 1.494 3.400

Here are the Löwdin charges for atoms 1 to 6, given in e: number 1, Ca, carries 1.54; number 2, Ca, carries 1.17; number 3, Ca, carries 0.88; number 4, Ca, carries 1.50; number 5, Zn, carries 0.70; number 6, P, carries -0.06

No. 6
Below is a 2-piece molecular cluster, C11H15N overall at a distorted geometry, with properties calculated with ωB97M-V/def2-TZVPD.

2S+1: 1
Relative energy (zero: lowest compared OMol25 entry of this formula, charge and spin) in eV: 0.8194
Max |F| in eV Å⁻¹: 2.11
Total energy in eV: -13139.972

Geometry (Å):
C: -0.373 0.382 3.755
C: -1.211 -0.248 1.419
C: -1.416 -0.184 2.864
C: -2.413 -0.637 0.829
C: -2.760 -0.370 3.046
C: -0.287 -0.052 -0.753
C: -1.497 -0.468 -1.318
C: -0.097 -0.006 0.629
C: -2.562 -0.880 -0.538
N: -3.331 -0.836 1.834
H: 0.544 0.158 -1.412
H: -1.442 -0.586 -2.394
H: 0.908 0.219 0.959
H: -3.446 -1.348 -0.945
H: 0.630 -0.005 3.629
H: -0.664 0.258 4.801
H: -3.402 -0.221 3.897
H: -4.340 -0.805 1.793
H: -0.457 1.470 3.618
C: 3.845 -0.063 -3.386
C: 2.993 1.143 -3.053
H: 4.055 -0.094 -4.459
H: 4.854 -0.162 -2.965
H: 3.410 -1.018 -3.072
H: 2.910 1.367 -1.983
H: 1.994 0.965 -3.437
H: 3.556 2.022 -3.359

Here are the Löwdin charges for atoms 1 to 6, given in e: number 1, C, carries -0.06; number 2, C, carries -0.15; number 3, C, carries -0.23; number 4, C, carries -0.23; number 5, C, carries -0.04; number 6, C, carries -0.10